## P
Density functional theory data (ωB97M-V with the def2-TZVPD basis set) for C6H17NOSi as an isolated structure.

Kohn-Sham gap	9.690	eV
LUMO	0.03031	hartree
HOMO	-8.87	eV

```
26
C6H17NOSi, DFT ωB97M-V with the def2-TZVPD basis set
C 0.102 2.276 -0.368
C -0.976 1.053 1.409
C 1.627 1.478 1.429
C 0.466 -3.268 0.061
C -1.810 -0.495 -2.071
C 0.369 1.120 0.543
N 0.362 -1.827 0.425
O -0.441 -0.804 -1.828
Si 0.485 -0.482 -0.585
H 0.644 2.255 -1.327
H -1.005 2.167 -0.701
H 0.301 3.370 -0.070
H -1.768 0.493 0.929
H -1.388 2.028 1.603
H -0.771 0.533 2.364
H 1.696 0.810 2.377
H 2.611 1.326 0.906
H 1.539 2.421 1.886
H 1.492 -3.709 -0.173
H -0.017 -3.923 0.741
H 0.010 -3.417 -1.007
H -1.801 0.598 -2.111
H -2.271 -0.900 -1.181
H -2.255 -0.990 -2.964
H 0.772 -1.772 1.373
H 2.025 -0.339 -1.663
```


## Q
Density functional theory data (ωB97M-V with the def2-TZVPD basis set) for a 2-piece molecular cluster, C6H17NOSi overall.

Kohn-Sham gap (spin up / spin down)	3.973 / 7.997	eV
LUMO (spin up / spin down)	-0.03482 / 0.00289	hartree
HOMO (spin up / spin down)	-4.92 / -7.92	eV

```
26
C6H17NOSi, DFT ωB97M-V with the def2-TZVPD basis set
C 1.293 0.206 1.130
C 0.521 -2.088 0.416
C 1.583 -0.517 -1.288
C -3.419 -1.325 0.200
C -0.047 3.070 -0.266
C 0.634 -0.608 -0.011
N -2.653 -0.052 0.136
O -0.954 1.965 0.083
Si -1.024 0.369 -0.181
H 1.455 1.213 0.997
H 0.762 0.185 2.020
H 2.371 -0.166 1.242
H 0.071 -2.078 1.383
H 1.395 -2.671 0.348
H -0.074 -2.742 -0.126
H 0.889 -0.822 -2.118
H 1.899 0.555 -1.472
H 2.281 -1.281 -1.338
H -2.758 -1.966 0.736
H -4.377 -1.141 0.781
H -3.572 -1.613 -0.756
H 0.940 2.585 -0.611
H 0.064 3.475 0.757
H -0.645 3.787 -0.856
H -3.272 0.675 -0.192
H 2.384 2.154 -1.579
```


Ordering by calculated energy gives the sequence P, Q, with the first entry being the most stable.


## P
Density functional theory data (ωB97M-V with the def2-TZVPD basis set) for one molecule with the formula C19H22N2O5S2.

Kohn-Sham gap	9.331	eV
LUMO	0.01270	hartree
HOMO	-8.99	eV
SMILES	CN(C(=O)COC(=O)C1CCN(S(=O)(=O)c2cccs2)CC1)c1ccccc1

```
50
C19H22N2O5S2, DFT ωB97M-V with the def2-TZVPD basis set
C -4.513 -0.755 -0.082
N -3.141 -0.650 0.387
C -2.953 -0.215 1.658
O -3.856 -0.130 2.462
C -1.535 0.186 2.081
O -0.738 0.839 1.097
C -1.257 1.943 0.542
O -2.401 2.277 0.704
C -0.264 2.758 -0.270
C 0.330 2.015 -1.473
C 1.333 0.953 -1.041
N 2.363 1.550 -0.222
S 3.699 0.586 -0.040
O 4.196 0.270 -1.343
O 4.568 1.210 0.909
C 3.106 -0.950 0.644
C 3.276 -2.182 0.092
C 2.714 -3.210 0.880
C 2.127 -2.735 2.010
S 2.257 -1.023 2.136
C 1.874 2.191 0.978
C 0.881 3.289 0.609
C -2.125 -1.015 -0.517
C -1.136 -1.923 -0.146
C -0.187 -2.332 -1.065
C -0.218 -1.854 -2.365
C -1.210 -0.966 -2.742
C -2.160 -0.547 -1.828
H -5.150 -0.926 0.785
H -4.598 -1.588 -0.778
H -4.829 0.170 -0.567
H -0.954 -0.683 2.397
H -1.668 0.854 2.939
H -0.845 3.611 -0.639
H -0.460 1.548 -2.062
H 0.844 2.748 -2.096
H 1.835 0.523 -1.909
H 0.814 0.151 -0.499
H 3.790 -2.323 -0.840
H 2.753 -4.253 0.618
H 1.628 -3.287 2.781
H 2.744 2.611 1.485
H 1.394 1.463 1.645
H 0.483 3.740 1.519
H 1.405 4.060 0.043
H -1.128 -2.331 0.853
H 0.571 -3.040 -0.767
H 0.521 -2.180 -3.080
H -1.249 -0.598 -3.757
H -2.931 0.147 -2.125
```


## Q
Density functional theory data (ωB97M-V with the def2-TZVPD basis set) for one molecule with the formula C19H22N2O5S2.

Kohn-Sham gap	9.099	eV
LUMO	0.02055	hartree
HOMO	-8.54	eV
SMILES	O=C(NCc1cccs1)C1CCN(S(=O)(=O)c2ccc3c(c2)OCCO3)CC1

```
50
C19H22N2O5S2, DFT ωB97M-V with the def2-TZVPD basis set
O 2.288 3.735 2.198
C 1.825 2.716 1.729
N 2.514 1.901 0.903
C 3.922 2.085 0.642
C 4.727 0.933 1.144
C 5.807 0.335 0.573
C 6.322 -0.731 1.347
C 5.619 -0.930 2.488
S 4.319 0.183 2.653
C 0.403 2.237 2.021
C -0.397 2.126 0.714
C -1.678 1.311 0.895
N -1.446 0.049 1.566
S -0.617 -1.091 0.644
O -0.421 -2.234 1.483
O 0.553 -0.553 -0.010
C -1.857 -1.456 -0.588
C -3.018 -2.088 -0.181
C -4.005 -2.349 -1.109
C -3.829 -1.987 -2.443
C -2.630 -1.385 -2.852
C -1.649 -1.109 -1.907
O -2.391 -1.062 -4.158
C -3.276 -1.689 -5.062
C -4.712 -1.569 -4.555
O -4.848 -2.233 -3.316
C -0.877 0.233 2.889
C 0.485 0.913 2.800
H 2.093 1.043 0.570
H 4.205 3.013 1.156
H 4.099 2.211 -0.433
H 6.225 0.645 -0.368
H 7.173 -1.321 1.057
H 5.778 -1.665 3.252
H -0.070 2.988 2.663
H 0.203 1.639 -0.053
H -0.649 3.128 0.362
H -2.408 1.864 1.495
H -2.126 1.088 -0.076
H -3.127 -2.363 0.855
H -4.930 -2.828 -0.832
H -0.727 -0.640 -2.208
H -3.149 -1.183 -6.020
H -3.015 -2.750 -5.165
H -5.417 -2.044 -5.239
H -4.968 -0.508 -4.439
H -1.583 0.825 3.477
H -0.780 -0.759 3.332
H 0.876 1.110 3.800
H 1.165 0.219 2.304
```


Ordering by calculated energy gives the sequence P, Q, with the first entry being the most stable.